Run i
# C4H8OS2

C4H8OS2 in the gas phase (ωB97M-V/def2-TZVPD, the OMol25 dataset).

Each atom is followed by the atoms it is bonded to, with distances in Å.
CARTESIAN COORDINATES (ANGSTROEM)
1 O 1.30365 -0.52929 1.07682  C2 1.382, H8 0.988
2 C 0.10429 0.12053 0.85494  O1 1.382, C3 1.574, C6 1.552, H9 1.108
3 C -0.95427 -0.59106 -0.06650  C2 1.574, S4 1.846, C5 1.506, H10 1.127
4 S -1.02457 -2.43318 0.02269  C3 1.846, H11 1.365
5 C -0.44895 0.15252 -1.27441  C3 1.506, C6 1.545, H12 1.071, H13 1.087
6 C 0.15012 1.17520 -0.28260  C2 1.552, C5 1.545, S7 1.807, H14 1.105
7 S 1.70415 1.98357 -0.72722  C6 1.807, H15 1.340
8 H 1.57820 -1.20436 0.41041  O1 0.988
9 H -0.33281 0.48821 1.80476  C2 1.108
10 H -1.98878 -0.22270 0.18885  C3 1.127
11 H -1.09196 -2.43077 1.38555  S4 1.365
12 H 0.34508 -0.42224 -1.70565  C5 1.071
13 H -1.16173 0.55168 -1.99139  C5 1.087
14 H -0.61236 1.90775 0.03712  C6 1.105
15 H 2.42995 1.45414 0.26663  S7 1.340

The molar mass is 136.2 g/mol. As for the SMILES: O[C@@H]1[C@H](S)C[C@@H]1S.

---

Run ii
# C4H8OS2

C4H8OS2 in the gas phase (ωB97M-V/def2-TZVPD, the OMol25 dataset).

Each atom is followed by the atoms it is bonded to, with distances in Å.
CARTESIAN COORDINATES (ANGSTROEM)
1 C -0.13925 -1.22682 0.16177  C3 1.551, S6 1.830, H8 1.099, H9 1.134
2 C 0.13642 1.32084 0.34508  C3 1.440, H10 1.109, H11 1.046
3 C -0.25532 0.19062 -0.45673  C1 1.551, C2 1.440, C4 1.554, H12 1.140
4 C 0.80054 0.01151 -1.58275  C3 1.554, H13 1.161, H14 1.148, H15 1.092
5 O -1.78214 0.76396 3.17785  S7 1.467
6 S -1.37771 -1.54525 1.47035  C1 1.830, S7 2.109
7 S -0.63826 -0.05916 2.77133  O5 1.467, S6 2.109
8 H -0.17215 -1.92844 -0.68324  C1 1.099
9 H 0.87851 -1.37906 0.63699  C1 1.134
10 H 1.22869 1.51252 0.37516  C2 1.109
11 H -0.60857 2.01859 0.57368  C2 1.046
12 H -1.28301 0.40131 -0.90269  C3 1.140
13 H 1.93547 0.05561 -1.34160  C4 1.161
14 H 0.64875 0.78387 -2.41852  C4 1.148
15 H 0.62803 -0.92010 -2.12669  C4 1.092

The molar mass is 136.2 g/mol.

---

What is the most stable structure shown above? It is run i.